56
Properties=species:S:1:pos:R:3:nbo_charge:R:1 method="wB97M-V/def2-TZVPD" charge=+1 homo_lumo_gap_ev=4.76 total_energy_ev=-69808.81085 homo_energy_ha=-0.3597 e_above_lowest_kcal_mol=35.9
C 4.3390 -1.5233 1.3553 -0.259
O 3.9111 -0.1555 1.3122 -0.565
C 4.7681 0.5010 0.3733 -0.078
C 4.2351 1.9192 -0.0073 -0.411
C 2.6977 1.8898 -0.3593 -0.412
C 2.4628 0.8756 -1.5202 -0.407
C 1.7772 -0.4519 -1.0626 -0.399
C 0.4169 -0.1778 -0.3596 -0.426
C -0.2404 -1.4784 0.2446 0.102
C -1.6149 -1.2075 0.9299 -0.200
Cl -1.3191 -0.4096 2.5444 0.006
C -2.5872 -0.3039 0.0731 -0.189
C -3.4036 -1.1311 -0.9857 -0.647
Cl -3.8671 0.3848 1.2044 -0.051
C 0.7075 -2.1532 1.3082 -0.525
S 1.3654 -3.7585 0.6147 0.429
C 0.5066 -3.5222 -0.9200 -0.068
P 0.5291 -4.6277 -2.4640 1.239
N 1.4687 -5.9057 -2.2522 -1.207
N -0.2082 -2.4143 -0.8984 -0.510
H 3.6649 -2.1256 1.9892 0.176
H 5.3844 -1.5258 1.7093 0.202
H 4.2967 -1.9793 0.3385 0.164
H 5.7507 0.6352 0.8719 0.194
H 4.8685 -0.0946 -0.5603 0.163
H 4.7669 2.3442 -0.8724 0.220
H 4.3333 2.5309 0.9100 0.218
H 2.1861 1.6284 0.5821 0.205
H 2.3557 2.9038 -0.6385 0.224
H 3.4073 0.6204 -2.0312 0.218
H 1.8122 1.3246 -2.3006 0.212
H 1.6110 -1.0363 -1.9955 0.187
H 2.4261 -1.0768 -0.4233 0.208
H 0.4933 0.5264 0.4898 0.253
H -0.2432 0.2934 -1.1175 0.220
H -2.1535 -2.1573 1.1213 0.241
H -2.1130 0.5805 -0.3735 0.235
H -3.5081 -0.5320 -1.9067 0.242
H -2.9396 -2.1189 -1.1535 0.189
H -4.4299 -1.2607 -0.6004 0.265
H 0.2385 -2.4970 2.2419 0.276
H 1.6447 -1.5855 1.4675 0.279
H 1.1023 -3.8537 -3.5262 -0.006
H -0.8100 -4.9678 -2.8063 -0.008
H 1.8491 -5.8911 -1.3070 0.374
H -0.6887 -2.2738 -1.7825 0.432
N -4.4074 3.6861 1.5449 -0.515
C -5.5690 3.5221 0.8388 -0.090
C -6.1511 4.7554 0.6933 -0.290
C -5.3067 5.6996 1.3307 -0.303
C -4.2380 5.0111 1.8446 -0.079
H -3.7782 2.9495 1.8020 0.409
H -5.8800 2.5468 0.5039 0.206
H -7.0796 4.9569 0.1847 0.223
H -5.4643 6.7632 1.4041 0.226
H -3.3762 5.3479 2.3963 0.209

65
Properties=species:S:1:pos:R:3:nbo_charge:R:1 method="wB97M-V/def2-TZVPD" charge=-1 multiplicity=2 homo_lumo_gap_ev="2.05 / 8.35" total_energy_ev=-83245.76373 homo_energy_ha="0.0056 / -0.2264"
C 0.2409 -0.0098 0.6916 -0.739
C 1.5190 -0.4607 0.0828 0.331
N 2.4995 -0.8264 -0.3950 -0.396
H 0.2191 1.0621 0.8884 0.260
H 0.0694 -0.6185 1.5793 0.248
H -0.4877 -0.1229 -0.1112 0.282
C -1.6585 3.1464 3.0117 -0.710
C -0.9308 1.9443 3.5476 0.309
N -0.3325 1.0409 3.9656 -0.377
H -1.0140 4.0254 3.0224 0.245
H -2.4765 3.2528 3.7242 0.255
H -2.0608 2.8822 2.0337 0.269
C 5.5021 -1.2905 -2.8726 -0.259
O 5.9501 -2.5340 -3.3833 -0.496
C 6.6803 -2.5668 -4.4847 0.982
O 7.1827 -1.5775 -5.0223 -0.671
O 6.7572 -3.8208 -4.8455 -0.498
C 7.7227 -4.2527 -5.8625 -0.273
H 4.9590 -0.7430 -3.6430 0.191
H 6.3804 -0.7720 -2.4881 0.188
H 4.7455 -1.5660 -2.1380 0.225
H 7.6602 -5.3297 -6.0182 0.210
H 8.6482 -4.0749 -5.3149 0.185
H 7.8339 -3.5220 -6.6636 0.216
C 2.2025 1.9558 -2.6616 -0.288
O 1.0820 2.8870 -2.4452 -0.489
C 1.0578 3.5398 -1.2569 0.992
O 1.7413 3.2258 -0.3045 -0.642
O 0.3047 4.7082 -1.3769 -0.500
C -0.0581 5.2828 -0.1732 -0.256
H 2.3491 1.1304 -1.9650 0.219
H 3.2061 2.3275 -2.8683 0.180
H 2.0096 1.3694 -3.5600 0.213
H -0.8939 4.7139 0.2341 0.168
H -0.4165 6.2770 -0.4400 0.194
H 0.7137 5.2267 0.5944 0.196
C -4.6795 3.2816 -0.0930 -0.284
O -4.2338 2.6128 1.0736 -0.520
C -3.9315 1.3214 1.1017 0.971
O -4.1997 0.5163 0.1683 -0.615
O -3.5649 1.0498 2.3594 -0.515
C -3.2867 -0.2785 2.6880 -0.255
H -3.9884 3.2429 -0.9350 0.225
H -5.0560 4.2872 0.0948 0.185
H -5.6093 2.8169 -0.4212 0.190
H -2.8804 -0.3207 3.6986 0.200
H -2.4929 -0.6840 2.0605 0.189
H -4.1924 -0.8835 2.7311 0.197
C -1.7966 -3.7146 2.0714 -0.260
O -2.7773 -3.4327 3.1165 -0.508
C -2.5655 -4.0261 4.3386 0.993
O -1.7050 -4.8942 4.5991 -0.663
O -3.5046 -3.7382 5.2654 -0.516
C -3.3494 -4.1072 6.6479 -0.247
H -1.4876 -2.7851 1.5933 0.201
H -2.2903 -4.3685 1.3525 0.195
H -0.9846 -4.3174 2.4780 0.219
H -2.4823 -3.6432 7.1177 0.196
H -3.2976 -5.1956 6.6779 0.194
H -4.2584 -3.9169 7.2185 0.196
C -1.9869 1.1897 -4.0729 -0.372
Cl -0.8769 0.1909 -3.0618 -0.250
Cl -3.2682 1.8163 -2.9705 -0.240
Cl -2.6278 0.0665 -5.3417 -0.243
H -1.5331 2.0038 -4.6381 0.173

56
Properties=species:S:1:pos:R:3:nbo_charge:R:1 method="wB97M-V/def2-TZVPD" multiplicity=5 homo_lumo_gap_ev="6.38 / 8.24" total_energy_ev=-84679.05824 homo_energy_ha="-0.2256 / -0.3087" e_above_lowest_kcal_mol=9.4
P 1.3294 0.7722 -2.2486 0.847
P -1.9114 0.9077 -1.4609 0.849
C 0.0354 1.0979 -3.5713 -0.707
C -1.2811 1.6789 -3.0459 -0.712
H -0.1091 0.1455 -4.1133 0.223
H 0.5042 1.8049 -4.2772 0.214
H -1.2153 2.7658 -2.8672 0.223
H -2.0793 1.5239 -3.7876 0.216
C -2.6081 -0.5802 -2.3021 -0.943
H -3.1654 -1.1825 -1.5725 0.234
H -1.8279 -1.2059 -2.7613 0.232
H -3.2842 -0.2132 -3.0876 0.215
C -3.4728 1.8167 -1.2431 -0.951
H -4.0727 1.7087 -2.1579 0.219
H -3.2779 2.8795 -1.0507 0.235
H -4.0098 1.3828 -0.3894 0.240
C 2.7402 0.2372 -3.2692 -0.951
H 3.6156 0.1354 -2.6131 0.239
H 2.9415 0.9942 -4.0426 0.215
H 2.5257 -0.7302 -3.7418 0.234
C 1.8003 2.5564 -2.1465 -0.944
H 0.9733 3.1920 -1.7946 0.229
H 2.0888 2.8697 -3.1615 0.217
H 2.6543 2.6750 -1.4662 0.231
Fe 0.5682 -0.7041 2.6093 1.256
C -1.3873 0.0867 1.5325 -0.210
C -1.0990 -1.1624 0.9957 -0.285
C -0.3825 -1.5723 -0.2506 -0.485
C 1.1366 -1.9207 -0.1593 -0.468
C 1.9876 -0.9269 0.5432 -0.161
C 1.7142 0.3762 0.9551 -0.302
C 0.5942 1.2741 0.5217 -0.596
C -0.6756 1.4056 1.4010 -0.473
C 2.2594 -0.8092 3.6549 -1.240
H -2.2885 0.1144 2.1514 0.245
H -1.6966 -1.9920 1.4078 0.245
H -0.4674 -0.8030 -1.0387 0.244
H -0.9371 -2.4369 -0.6724 0.231
H 1.1903 -2.9244 0.3088 0.231
H 1.5521 -2.0804 -1.1800 0.241
H 2.9781 -1.3065 0.8085 0.229
H 2.5411 0.8952 1.4577 0.238
H 0.1602 0.8140 -0.3945 0.301
H 0.9990 2.2709 0.2642 0.237
H -0.3969 1.8606 2.3718 0.229
H -1.3863 2.1395 0.9626 0.246
H 2.1957 -0.2270 4.5927 0.218
H 3.1254 -0.4565 3.0645 0.178
H 2.4287 -1.8702 3.9208 0.214
F -1.9218 -1.5025 3.9262 -0.389
C -0.5609 -1.5314 4.2577 0.181
F -0.4040 -0.7771 5.4093 -0.363
C -0.2441 -3.0062 4.5976 0.898
F -1.1848 -3.5119 5.4448 -0.333
F -0.2479 -3.7994 3.4821 -0.339
F 0.9561 -3.1485 5.2260 -0.321

61
Properties=species:S:1:pos:R:3:mulliken_spin:R:1 method="wB97M-V/def2-TZVPD" charge=+3 multiplicity=2 homo_lumo_gap_ev="6.99 / 5.61" total_energy_ev=-77897.23351 homo_energy_ha="-0.6970 / -0.6937" e_above_lowest_kcal_mol=1.8
Rh -0.8744 0.2563 -0.5338 0.642
S -1.0683 -1.9900 -0.8219 0.275
C -0.5436 -2.5408 -2.3961 0.004
N -0.9668 -3.7203 -2.7598 0.041
C -0.5260 -4.2473 -4.0640 -0.003
C 0.3906 -3.1824 -4.6888 -0.001
S 0.4717 -1.7676 -3.5280 0.016
H -1.6004 -4.2618 -2.1823 -0.001
H -1.4058 -4.4350 -4.6769 0.002
H -0.0032 -5.1881 -3.9023 0.002
H 0.0033 -2.8035 -5.6306 0.001
H 1.4042 -3.5445 -4.8386 0.000
C -5.3534 0.7566 1.0984 0.014
C -4.6039 1.8338 0.6488 -0.004
C -3.3082 1.6272 0.2284 0.008
N -2.7500 0.3943 0.2390 0.023
C -3.4813 -0.6603 0.6691 0.017
C -4.7731 -0.5078 1.1098 -0.005
H -6.3751 0.8949 1.4281 0.000
H -5.0085 2.8356 0.6145 0.000
H -2.7090 2.4470 -0.1303 0.000
H -3.0234 -1.6373 0.6569 -0.005
H -5.3187 -1.3782 1.4467 0.001
C 1.6462 -0.6073 3.5071 -0.005
C 0.7094 -0.8244 2.2953 0.004
C -0.7442 -0.7552 2.7809 -0.004
P 1.1666 0.3174 0.9352 -0.020
C 1.4141 2.0529 1.3746 -0.011
C 0.3141 2.6286 2.2698 -0.001
C 2.8146 2.1934 2.0351 -0.004
C 2.4154 -0.4251 -0.1895 0.006
C 3.1079 0.5324 -1.1583 -0.006
C 3.4618 -1.1729 0.6803 -0.004
H 1.4506 -1.4334 4.1922 0.000
H 1.4068 0.3148 4.0324 0.000
H 2.7052 -0.6206 3.2678 0.000
H 0.8934 -1.8114 1.8601 -0.004
H -1.0140 0.2351 3.1431 -0.002
H -0.8348 -1.4473 3.6182 0.001
H -1.4823 -1.0776 2.0496 0.005
H 1.4485 2.5732 0.4159 0.001
H 0.3582 2.2123 3.2749 0.000
H -0.6889 2.4904 1.8670 0.000
H 0.4873 3.7014 2.3558 0.000
H 2.8639 1.7159 3.0088 0.000
H 2.9593 3.2652 2.1818 -0.001
H 3.6327 1.8377 1.4142 0.000
H 1.8518 -1.1839 -0.7434 -0.010
H 3.6336 1.3351 -0.6469 0.000
H 2.4374 0.9691 -1.8869 0.002
H 3.8566 -0.0475 -1.6983 0.000
H 4.0390 -0.4888 1.3010 0.000
H 4.1549 -1.6410 -0.0192 0.000
H 3.0381 -1.9627 1.2945 0.000
F 0.1581 0.7257 -2.1850 0.026
Sb -0.3046 2.7702 -2.5625 -0.001
F -1.9994 2.0136 -2.7633 -0.001
F -0.6842 2.3950 -0.6047 0.002
F -0.8788 4.5054 -2.4544 0.000
F 1.4187 3.0634 -1.9318 0.000
F 0.2106 2.4697 -4.2979 0.000